Record 1
ORCA calculation (wB97M-V/def2-TZVPD) on C37H51MnN4OP2 as an isolated structure at a distorted geometry.

Properties
- total energy (Eh) = -3568.05732
- multiplicity = 6
- orbital gap (alpha / beta) (eV) = 5.861 / 4.771
- highest occupied orbital energy (alpha / beta) (eV) = -9.19 / -9.03
- total charge = +1

The geometry in XYZ format:
```
96
Properties=species:S:1:pos:R:3:forces:R:3
C 2.015 -1.909 -1.260 0.49 -0.58 -0.23
C 1.939 0.285 -2.164 0.67 -0.09 0.96
C 2.945 -2.285 -2.222 -0.43 -0.14 0.79
C 2.712 -0.140 -3.266 -0.21 -0.19 0.30
C 3.284 -1.387 -3.229 -0.20 0.34 -0.44
H 3.382 -3.276 -2.165 -0.10 0.10 -0.16
H 2.892 0.593 -4.041 0.26 -0.15 -0.05
H 3.980 -1.671 -3.998 0.15 -0.16 -0.21
N 1.561 -0.633 -1.181 0.88 -0.37 -1.47
P -0.096 -2.507 0.477 -0.63 -1.48 0.94
P 1.004 2.145 -0.358 1.10 1.35 0.56
C 1.508 -2.968 -0.258 0.61 0.10 -0.30
H 1.431 -3.960 -0.731 0.05 0.40 -0.14
H 2.249 -3.137 0.539 -0.15 0.42 -0.09
C 1.889 1.710 -1.907 -5.48 -1.70 -1.89
H 1.400 2.236 -2.753 0.97 -0.11 -0.10
C -0.441 3.514 -0.227 0.17 -0.13 -0.72
C 2.699 2.935 -0.031 0.23 0.44 0.78
C -1.333 -3.322 -0.700 -0.52 -0.48 -0.14
C -0.108 -3.459 2.185 0.04 0.09 -0.72
C -1.732 2.972 0.443 0.30 -0.33 -0.01
H -1.518 2.566 1.449 -0.21 0.22 -0.58
H -2.456 3.811 0.548 0.49 -0.46 -0.16
H -2.203 2.177 -0.157 0.15 0.44 0.28
C -0.014 4.732 0.600 0.07 0.10 -0.08
H 0.194 4.438 1.639 0.00 0.16 -0.31
H 0.852 5.247 0.170 -0.24 -0.12 0.24
H -0.851 5.454 0.633 0.27 -0.32 -0.10
C -0.767 3.897 -1.672 -0.21 0.24 -0.22
H -1.582 4.645 -1.676 0.29 -0.23 -0.04
H 0.096 4.332 -2.198 -0.27 -0.09 0.13
H -1.129 3.023 -2.241 0.18 0.34 0.19
C 2.878 3.477 1.373 0.40 0.40 0.52
H 2.631 2.714 2.119 0.11 0.12 -0.06
H 3.935 3.758 1.515 -0.33 -0.02 0.08
H 2.273 4.363 1.572 0.14 -0.14 -0.03
C 3.778 1.834 -0.211 0.18 -0.26 -0.12
H 3.553 0.962 0.425 0.27 0.26 -0.08
H 3.847 1.475 -1.245 0.09 0.16 0.44
H 4.789 2.214 0.006 -0.43 0.08 0.36
C 2.887 4.030 -1.112 0.17 0.46 -0.33
H 2.293 3.854 -2.021 0.29 0.21 0.50
H 2.623 5.042 -0.767 0.30 -0.39 0.08
H 3.928 4.029 -1.474 -0.20 0.17 0.33
C -1.543 -3.499 2.724 -0.09 -0.09 0.20
H -1.526 -3.872 3.761 0.05 0.09 -0.25
H -1.996 -2.499 2.745 0.07 -0.18 -0.04
H -2.194 -4.175 2.155 0.20 0.20 0.13
C 0.769 -2.680 3.177 0.03 0.09 0.05
H 1.790 -2.523 2.804 -0.20 -0.01 0.07
H 0.336 -1.707 3.436 0.10 -0.18 -0.11
H 0.850 -3.261 4.112 -0.05 0.16 -0.33
C 0.457 -4.882 2.078 -0.09 -0.23 0.09
H 0.481 -5.316 3.091 0.06 0.11 -0.27
H -0.159 -5.546 1.463 0.23 0.22 0.18
H 1.483 -4.897 1.688 -0.20 0.00 0.12
C -0.991 -2.970 -2.170 0.07 0.11 0.11
H -1.681 -3.505 -2.844 0.20 0.17 0.31
H -1.095 -1.899 -2.375 0.18 -0.34 0.01
H 0.030 -3.272 -2.434 -0.22 0.03 -0.02
C -2.748 -2.791 -0.374 -0.20 0.14 0.08
H -2.794 -1.706 -0.477 -0.13 -0.54 0.12
H -3.491 -3.217 -1.072 0.31 -0.01 0.26
H -3.061 -3.019 0.654 0.07 -0.12 -0.41
C -1.369 -4.863 -0.623 -0.10 -0.16 -0.13
H -0.373 -5.305 -0.765 -0.22 0.04 0.09
H -1.807 -5.240 0.312 0.22 0.18 -0.28
H -2.004 -5.248 -1.442 0.22 0.22 0.29
Mn 0.241 -0.100 0.235 -1.90 -0.07 -2.38
C 1.186 0.175 1.726 4.49 1.61 7.87
O 1.803 0.440 2.710 -2.14 -1.05 -4.00
N -1.516 -0.012 -0.713 -4.57 0.62 -7.09
C -2.090 0.082 -1.812 5.98 1.81 5.89
C -2.221 0.656 -3.135 -1.32 -0.25 -1.62
C -3.598 0.691 -3.474 0.82 -0.69 1.06
C -1.283 0.995 -4.195 -0.17 -0.53 0.23
C -4.030 0.814 -4.764 -0.72 0.45 -0.47
H -4.299 0.506 -2.642 0.21 0.04 -0.71
C -1.770 1.172 -5.501 -0.75 0.23 -0.39
H -0.189 1.122 -4.111 -0.73 -0.44 0.61
C -3.137 1.061 -5.814 -0.51 -0.30 0.80
H -5.111 0.708 -4.870 0.32 0.21 -0.58
H -1.141 1.403 -6.376 0.19 -0.10 0.95
H -3.558 1.155 -6.828 0.64 -0.03 0.53
N -0.189 -0.521 8.101 -0.22 0.34 -0.86
C -0.416 -0.084 7.056 0.16 -0.04 0.27
C -0.678 0.467 5.733 0.00 -0.13 -0.06
C -1.598 -0.160 4.883 -0.22 0.00 -0.02
C -1.807 0.387 3.616 0.36 -0.19 0.53
N -1.116 1.441 3.184 -0.59 0.14 -0.30
C -0.280 2.070 3.994 0.07 -0.34 0.55
C -0.016 1.613 5.282 0.17 0.09 0.22
H -2.148 -1.049 5.201 0.21 0.34 -0.04
H -2.552 -0.050 2.939 0.40 0.19 0.17
H 0.221 2.966 3.618 -0.10 -0.30 0.00
H 0.710 2.134 5.907 -0.29 -0.20 -0.10
```
Forces are in eV/Å.

Atomic partial charges in e from the Mulliken method, atoms 1 to 4:
1. C 0.04
2. C -0.40
3. C -0.82
4. C -1.22

Record 2
ORCA calculation (wB97M-V/def2-TZVPD) on C37H51N4OP2Tc as an isolated structure at a distorted geometry.

Properties
- total energy (Eh) = -2497.28530
- multiplicity = 4
- orbital gap (alpha / beta) (eV) = 7.992 / 5.344
- highest occupied orbital energy (alpha / beta) (eV) = -17.19 / -17.07
- total charge = +3

The geometry in XYZ format:
```
96
Properties=species:S:1:pos:R:3:forces:R:3
C 1.871 -1.854 -1.604 0.18 -0.02 0.56
C 1.496 0.237 -2.563 0.09 -0.01 0.08
C 2.791 -2.178 -2.600 -0.23 -0.11 0.10
C 2.343 -0.050 -3.620 -0.31 0.10 -0.04
C 3.002 -1.283 -3.644 0.17 0.15 0.06
H 3.292 -3.149 -2.528 -0.26 0.34 -0.33
H 2.453 0.701 -4.408 0.02 -0.47 0.17
H 3.640 -1.541 -4.491 -0.07 0.07 0.36
N 1.334 -0.615 -1.525 -0.86 -0.35 -0.48
P -0.275 -2.405 0.065 0.19 -2.23 -0.40
P 0.679 2.183 -0.739 0.19 1.03 -2.30
C 1.386 -2.865 -0.588 0.84 0.38 -0.22
H 1.360 -3.859 -1.058 0.01 0.39 0.19
H 2.117 -2.932 0.237 -0.29 0.01 -0.16
C 0.586 1.426 -2.504 -0.02 0.50 0.73
H 0.815 2.177 -3.263 -0.10 -0.23 0.02
C -0.589 3.606 -0.894 -0.50 0.17 0.17
C 2.412 2.937 -0.635 -0.02 -0.16 0.23
C -1.431 -3.169 -1.231 -0.17 0.01 0.00
C -0.302 -3.438 1.665 -0.16 0.03 0.27
C -1.903 3.153 -0.240 -0.31 -0.13 0.01
H -1.773 2.940 0.830 -0.10 0.13 -0.23
H -2.647 3.962 -0.347 0.30 -0.28 0.11
H -2.318 2.258 -0.723 0.02 0.36 0.20
C -0.116 4.864 -0.161 0.13 0.20 0.12
H 0.064 4.680 0.904 -0.03 0.11 -0.14
H 0.778 5.299 -0.615 -0.25 -0.05 0.19
H -0.916 5.616 -0.239 0.21 -0.26 0.07
C -0.898 3.996 -2.357 0.02 -0.07 -0.18
H -1.524 4.905 -2.335 0.21 -0.39 0.03
H -0.008 4.242 -2.951 -0.37 -0.01 0.16
H -1.466 3.216 -2.881 0.12 0.35 0.13
C 2.579 3.496 0.803 0.14 0.17 0.29
H 1.955 2.967 1.543 0.31 0.20 -0.25
H 3.620 3.361 1.137 -0.34 0.09 -0.16
H 2.352 4.569 0.859 0.01 -0.43 0.04
C 3.524 1.898 -0.861 0.03 -0.22 0.00
H 3.425 1.028 -0.201 0.17 0.15 -0.18
H 3.573 1.563 -1.906 0.03 0.08 0.36
H 4.483 2.391 -0.618 -0.40 -0.25 -0.16
C 2.566 4.028 -1.728 0.38 0.14 -0.25
H 1.738 4.098 -2.444 0.28 0.03 0.35
H 2.716 5.014 -1.269 -0.09 -0.25 -0.23
H 3.462 3.816 -2.330 -0.25 0.09 0.24
C -1.722 -3.427 2.264 -0.22 0.01 0.28
H -1.651 -3.502 3.360 -0.01 -0.10 -0.30
H -2.249 -2.490 2.052 0.01 -0.36 0.04
H -2.345 -4.267 1.925 0.24 0.32 0.01
C 0.647 -2.776 2.679 0.03 0.16 0.01
H 1.691 -2.776 2.341 -0.19 0.02 0.16
H 0.332 -1.754 2.917 0.17 -0.12 -0.01
H 0.595 -3.356 3.614 0.08 0.20 -0.33
C 0.191 -4.892 1.465 0.09 -0.30 0.01
H 0.656 -5.233 2.405 -0.19 0.16 -0.29
H -0.637 -5.584 1.259 0.40 0.27 0.04
H 0.957 -5.007 0.683 -0.31 -0.02 0.33
C -1.246 -2.553 -2.637 0.22 0.23 -0.20
H -1.491 -3.319 -3.399 0.03 0.46 0.42
H -1.911 -1.688 -2.789 0.23 -0.37 0.04
H -0.216 -2.221 -2.845 -0.31 -0.20 -0.04
C -2.869 -2.897 -0.771 -0.22 -0.15 -0.02
H -3.025 -1.823 -0.589 -0.05 -0.20 -0.06
H -3.555 -3.205 -1.574 0.13 0.11 0.23
H -3.138 -3.459 0.131 0.03 0.18 -0.32
C -1.165 -4.680 -1.343 -0.17 -0.22 0.09
H -0.128 -4.906 -1.622 -0.31 -0.05 0.04
H -1.419 -5.226 -0.429 0.07 0.19 -0.32
H -1.798 -5.091 -2.143 0.11 0.19 0.20
Tc -0.106 0.002 0.041 -0.65 0.62 -0.25
C 1.495 -0.109 1.081 5.90 -1.01 4.46
O 2.473 -0.191 1.731 -4.24 0.51 -3.04
N -1.336 0.332 -1.535 0.84 0.67 -0.22
C -0.853 0.875 -2.603 -0.49 -0.17 -1.21
C -1.572 0.933 -3.912 0.38 -0.32 0.90
C -2.972 0.830 -3.886 -0.34 0.01 -0.27
C -0.895 1.109 -5.135 -0.13 0.17 -0.13
C -3.704 1.000 -5.063 0.23 -0.12 0.28
H -3.458 0.639 -2.925 -0.02 0.20 -0.37
C -1.630 1.236 -6.314 0.40 -0.08 0.30
H 0.198 1.140 -5.150 -0.42 0.03 -0.15
C -3.030 1.199 -6.277 -0.02 0.01 0.24
H -4.793 0.978 -5.030 0.33 -0.03 -0.06
H -1.103 1.367 -7.262 -0.24 -0.04 0.31
H -3.596 1.329 -7.201 0.16 -0.05 0.30
N 0.132 -0.244 7.228 -0.78 0.66 -2.71
C -0.208 0.057 6.146 0.23 -0.26 2.12
C -0.614 0.452 4.810 0.21 -0.07 0.09
C -1.631 -0.203 4.106 -0.35 -0.16 -0.32
C -1.703 -0.044 2.720 0.00 -0.12 0.43
N -0.803 0.717 2.050 -1.18 0.40 -0.49
C -0.136 1.648 2.779 0.16 -0.36 0.61
C 0.020 1.517 4.157 0.05 0.15 -0.59
H -2.351 -0.841 4.622 0.32 0.08 -0.20
H -2.507 -0.514 2.128 0.75 0.11 0.35
H 0.261 2.511 2.247 0.21 -0.49 0.10
H 0.654 2.216 4.695 -0.11 -0.13 -0.05
```
Forces are in eV/Å.

Atomic partial charges in e from the Mulliken method, atoms 1 to 4:
1. C -0.80
2. C -1.08
3. C -0.88
4. C -0.37